This record from OMol25 describes a 2-piece molecular cluster, C5H7NO overall. The level of theory is ωB97M-V/def2-TZVPD.

ORCA input file:
```
! wB97M-V def2-TZVPD RIJCOSX def2/J DEFGRID3
* xyz 0 1
H -0.11 -2.71 -0.45
H 1.08 2.42 -0.84
C 1.64 1.71 -0.23
H 1.05 -1.31 1.25
H 0.97 0.90 0.04
O -2.18 -1.40 -1.61
C -0.81 -0.05 1.30
C -1.51 -1.03 -0.69
C 0.02 -1.13 0.93
H -2.45 0.81 0.11
H 2.51 1.34 -0.77
H 1.94 2.19 0.71
C -1.60 0.16 0.22
N -0.52 -1.89 -0.02
*
```

Summary:
- frontier orbital gap (spin up / spin down) (hartree) = 0.2730 / 0.2636
- SMILES = O=C1C=C=CN1.C

This record from OMol25 describes one molecule with the formula C5H7NO. The level of theory is ωB97M-V/def2-TZVPD.

ORCA input file:
```
! wB97M-V def2-TZVPD RIJCOSX def2/J DEFGRID3
* xyz 0 1
H 2.17 -0.30 1.76
N 1.53 1.74 1.21
H -1.17 -0.43 -3.02
H 2.13 1.61 0.40
C 0.07 0.09 -0.07
C 1.52 0.53 2.02
C -0.38 -0.44 -1.06
C 0.38 0.84 1.12
H -0.52 1.27 1.57
H -0.81 -2.05 -2.39
C -1.20 -1.05 -2.12
O -2.55 -1.11 -1.71
H 1.39 0.69 3.09
H -2.56 -1.39 -0.79
*
```

Summary:
- frontier orbital gap (hartree) = 0.3700
- SMILES = OCC#C[C@H]1CN1

This record from OMol25 describes one molecule with the formula C5H7NO. The level of theory is ωB97M-V/def2-TZVPD.

ORCA input file:
```
! wB97M-V def2-TZVPD RIJCOSX def2/J DEFGRID3
* xyz 0 1
H -0.49 -2.72 0.93
H -1.38 -1.92 -0.41
C 0.26 2.43 0.59
O 1.78 -1.59 0.31
H -0.31 -3.30 -0.74
C -0.44 -2.41 -0.12
C 0.01 0.48 -0.88
H 0.26 3.44 0.15
H 1.30 2.09 0.67
H -0.14 2.51 1.61
H -1.64 1.54 -0.25
N 0.58 -0.51 -1.33
C -0.56 1.47 -0.22
C 0.75 -1.51 -0.31
*
```

Summary:
- frontier orbital gap (hartree) = 0.3646
- SMILES = CC=C=NC(C)=O

This record from OMol25 describes one molecule with the formula C5H7NO in a non-equilibrium geometry. The level of theory is ωB97M-V/def2-TZVPD.

ORCA input file:
```
! wB97M-V def2-TZVPD RIJCOSX def2/J DEFGRID3
* xyz 0 1
N -1.51 0.51 -0.09
C 1.55 0.41 -0.46
H 1.55 0.94 -1.44
H 2.48 -0.12 -0.41
C 0.41 -0.72 -0.20
O -0.63 0.23 -2.21
H -2.28 1.10 -0.35
H 0.72 -1.71 -0.57
H 0.21 -1.29 2.06
H -1.95 0.24 2.00
H 1.57 1.20 0.30
C -0.20 -0.78 1.19
C -0.63 0.00 -1.02
C -1.29 -0.01 1.19
*
```

Summary:
- frontier orbital gap (hartree) = 0.3536
- SMILES = C[C@H]1C=CNC1=O

This record from OMol25 describes a 2-piece molecular cluster, C5H7NO overall in a non-equilibrium geometry. The level of theory is ωB97M-V/def2-TZVPD.

ORCA input file:
```
! wB97M-V def2-TZVPD RIJCOSX def2/J DEFGRID3
* xyz 0 1
H 1.88 -0.41 -0.68
C -1.22 0.99 -0.54
H 1.29 -2.85 0.01
H -0.21 1.41 -0.59
C -0.11 -1.17 0.20
N 1.98 1.37 1.61
O 2.10 0.54 -0.60
C 1.91 0.95 0.57
C -1.25 -0.29 0.34
H -1.55 -0.04 1.28
H -1.50 0.81 -1.54
C 0.60 -2.13 0.00
H -2.10 -0.97 0.07
H -1.81 1.77 -0.13
*
```

Summary:
- frontier orbital gap (hartree) = 0.4169
- SMILES = C#CCC.N#CO

This record from OMol25 describes one molecule with the formula C5H7NO in a non-equilibrium geometry. The level of theory is ωB97M-V/def2-TZVPD.

ORCA input file:
```
! wB97M-V def2-TZVPD RIJCOSX def2/J DEFGRID3
* xyz 0 1
H -0.90 0.11 2.25
N -1.04 0.88 1.61
C 1.39 -1.33 0.30
H 1.65 0.31 -1.83
C -1.14 0.96 -0.87
C -0.59 0.58 0.32
H -2.01 1.17 1.64
O -0.38 0.63 -1.95
H 1.64 -1.36 -0.94
C 0.54 -0.19 -0.06
C 0.69 -0.01 -1.42
H 1.92 -1.30 1.28
H -2.09 1.40 -1.11
H 0.92 -2.30 0.19
*
```

Summary:
- frontier orbital gap (hartree) = 0.3292
- SMILES = Cc1cocc1N

This record from OMol25 describes C5H7NO as an isolated structure. The level of theory is ωB97M-V/def2-TZVPD.

ORCA input file:
```
! wB97M-V def2-TZVPD RIJCOSX def2/J DEFGRID3
* xyz 0 1
H 0.75 -1.66 1.39
H 2.09 -1.45 0.23
O -1.31 -0.15 1.50
C 0.88 0.58 -1.15
C -0.72 0.30 0.36
H -1.82 2.13 -0.27
H 0.61 -2.32 -0.26
H 1.79 0.24 -1.64
H -1.31 0.58 2.14
N 0.44 -0.23 -0.10
H -1.54 0.31 -0.64
C 1.00 -1.49 0.34
C -0.96 1.49 -0.46
C 0.08 1.66 -1.44
*
```

Summary:
- frontier orbital gap (hartree) = 0.2764

This record from OMol25 describes a 3-piece molecular cluster, C5H7NO overall in a non-equilibrium geometry. The level of theory is ωB97M-V/def2-TZVPD.

ORCA input file:
```
! wB97M-V def2-TZVPD RIJCOSX def2/J DEFGRID3
* xyz 0 1
C -1.48 -0.46 -1.13
C 1.20 -1.14 -0.14
H -0.98 -1.22 1.09
C -0.90 -0.57 0.23
H -1.61 1.57 0.19
H -2.50 -0.81 -1.30
H -0.01 2.03 -1.76
H 3.17 -1.88 -0.15
H 0.84 2.06 -0.11
H -0.81 -0.60 -1.98
C -1.16 0.67 -0.20
O 1.40 0.62 -1.43
N 2.19 -1.76 0.04
C 0.64 1.51 -1.04
*
```

Summary:
- frontier orbital gap (hartree) = 0.3452

This record from OMol25 describes one molecule with the formula C5H7NO. The level of theory is ωB97M-V/def2-TZVPD.

ORCA input file:
```
! wB97M-V def2-TZVPD RIJCOSX def2/J DEFGRID3
* xyz 0 1
C 0.19 -2.12 -1.11
H -1.25 2.05 -0.28
H -2.97 1.44 0.20
H 0.81 1.05 -1.45
C 1.22 0.32 -0.73
C -1.90 1.32 0.19
H 2.32 0.32 -0.79
N -1.36 0.39 0.98
O 0.89 0.76 0.61
C 0.70 -1.02 -1.03
H 0.14 -0.81 1.81
C -0.10 0.10 1.27
H -2.03 -0.19 1.48
H -0.29 -3.08 -1.16
*
```

Summary:
- frontier orbital gap (hartree) = 0.2759

This record from OMol25 describes one molecule with the formula C5H7NO. The level of theory is ωB97M-V/def2-TZVPD.

ORCA input file:
```
! wB97M-V def2-TZVPD RIJCOSX def2/J DEFGRID3
* xyz 0 1
H -0.66 -0.44 1.12
C -1.81 0.56 -0.42
N 1.71 0.32 0.38
H -2.58 -0.21 -0.32
H 2.62 0.65 0.70
H -2.16 1.44 0.14
C 0.21 -1.16 -0.42
O 2.57 -1.81 -0.19
C 0.59 0.96 0.48
H -1.75 0.83 -1.48
C -0.49 0.03 0.13
C 1.57 -1.10 -0.14
H 0.52 2.00 0.80
H -0.32 -2.06 -0.68
*
```

Summary:
- frontier orbital gap (spin up / spin down) (hartree) = 0.2705 / 0.2705

This record from OMol25 describes C5H7NO as an isolated structure. The level of theory is ωB97M-V/def2-TZVPD.

ORCA input file:
```
! wB97M-V def2-TZVPD RIJCOSX def2/J DEFGRID3
* xyz 0 1
C 0.44 1.14 0.27
N -0.58 0.62 1.24
H -0.21 -1.62 1.39
C -0.96 0.87 -0.18
H 1.93 -0.21 1.06
H 1.19 -0.51 -1.63
H -0.74 -1.01 -1.45
C -1.09 -0.61 -0.49
C -0.16 -0.76 0.72
H 0.83 2.15 0.35
H -2.10 -0.98 -0.29
O 1.82 -0.62 -0.90
C 1.19 -0.17 0.26
H -1.64 1.67 -0.44
*
```

Summary:
- frontier orbital gap (hartree) = 0.3917

This record from OMol25 describes one molecule with the formula C5H7NO in a non-equilibrium geometry. The level of theory is ωB97M-V/def2-TZVPD.

ORCA input file:
```
! wB97M-V def2-TZVPD RIJCOSX def2/J DEFGRID3
* xyz 0 1
H -2.22 1.41 0.03
C -0.39 0.04 -0.04
H -0.25 -2.23 0.30
O 2.57 -1.86 0.67
H 2.70 0.73 0.69
H 0.63 2.05 -0.02
N 1.79 0.34 0.45
C -1.98 0.43 -0.38
C 1.61 -1.13 0.44
H -2.55 -0.38 0.04
C 0.67 0.99 0.21
C 0.24 -1.28 0.16
H -2.29 0.48 -1.46
H -0.53 0.40 -1.09
*
```

Summary:
- frontier orbital gap (hartree) = 0.2719

This record from OMol25 describes one molecule with the formula C5H7NO in a non-equilibrium geometry. The level of theory is ωB97M-V/def2-TZVPD.

ORCA input file:
```
! wB97M-V def2-TZVPD RIJCOSX def2/J DEFGRID3
* xyz 0 1
H -1.32 -2.10 0.36
N -0.43 2.28 -0.39
H -0.63 -0.06 1.61
H 1.14 2.02 -0.66
O 2.92 0.90 -0.54
C 0.94 -0.31 0.12
H -2.54 -0.83 0.21
H 1.01 -1.07 -0.67
H 1.50 -0.72 0.97
C -0.84 1.28 0.05
C 1.73 0.97 -0.40
C -0.54 -0.09 0.52
H -1.43 -1.16 -1.14
C -1.52 -1.11 -0.05
*
```

Summary:
- frontier orbital gap (hartree) = 0.3669
- SMILES = C[C@H](C#N)CC=O

This record from OMol25 describes one molecule with the formula C5H7NO in a non-equilibrium geometry. The level of theory is ωB97M-V/def2-TZVPD.

ORCA input file:
```
! wB97M-V def2-TZVPD RIJCOSX def2/J DEFGRID3
* xyz 0 1
C -1.78 0.98 0.93
H -0.70 -1.18 -0.25
O 1.37 1.26 -0.92
H -1.21 2.74 -0.23
H 2.39 -0.79 -0.13
H 1.59 -2.48 -0.03
N -2.26 0.91 -0.22
C 0.26 -0.76 0.11
C -1.01 1.68 -0.03
C 1.47 -1.50 -0.39
H -2.08 0.64 1.90
C 0.42 0.67 -0.43
H 0.13 -0.68 1.15
H 1.40 -1.49 -1.46
*
```

Summary:
- frontier orbital gap (hartree) = 0.3655
- SMILES = CCC(=O)[C@@H]1C=N1

This record from OMol25 describes one molecule with the formula C5H7NO in a non-equilibrium geometry. The level of theory is ωB97M-V/def2-TZVPD.

ORCA input file:
```
! wB97M-V def2-TZVPD RIJCOSX def2/J DEFGRID3
* xyz 0 1
H -2.12 -0.77 0.60
C -0.70 -0.66 -1.12
O 0.21 1.50 1.68
N -0.58 0.66 -0.69
C -0.04 -1.53 -0.11
C 1.11 1.62 0.68
C 0.77 1.11 -0.51
H -0.42 0.70 1.38
H 2.12 2.00 0.88
H 0.97 -1.40 0.26
H 1.50 0.82 -1.26
H -0.37 -2.57 -0.18
H -1.36 -0.95 -1.91
C -1.09 -0.54 0.29
*
```

Summary:
- frontier orbital gap (hartree) = 0.3429
- SMILES = O/C=C\N1[C@@H]2C[C@@H]21

This record from OMol25 describes one molecule with the formula C5H7NO in a non-equilibrium geometry. The level of theory is ωB97M-V/def2-TZVPD.

ORCA input file:
```
! wB97M-V def2-TZVPD RIJCOSX def2/J DEFGRID3
* xyz 0 1
H -0.61 -1.03 1.38
C -0.59 0.73 -0.80
H -1.68 0.87 -0.83
H -0.21 1.09 -1.76
C 1.37 -1.29 0.69
H -0.33 -2.53 0.46
C 0.00 1.55 0.35
N 2.50 -1.03 0.65
H -0.33 2.59 0.25
C -0.39 -0.77 -0.80
H -0.33 1.19 1.33
H 1.10 1.54 0.34
O -0.42 -1.43 -1.81
C -0.07 -1.47 0.54
*
```

Summary:
- frontier orbital gap (hartree) = 0.3991
- SMILES = CCC(=O)CC#N

This record from OMol25 describes one molecule with the formula C5H7NO. The level of theory is ωB97M-V/def2-TZVPD.

ORCA input file:
```
! wB97M-V def2-TZVPD RIJCOSX def2/J DEFGRID3
* xyz 0 1
C -1.07 0.43 0.44
N 1.09 -1.43 -0.40
C 1.62 -0.70 0.49
H 2.50 -1.06 1.01
H 0.46 1.62 -0.53
H -1.96 -0.34 -1.46
H -1.09 -0.19 1.35
H -1.94 1.09 0.50
C -1.11 -0.41 -0.79
O 1.32 0.52 0.98
C 0.22 1.27 0.47
H -0.11 -1.76 -2.06
H 0.14 2.13 1.14
C -0.07 -1.18 -1.14
*
```

Summary:
- frontier orbital gap (hartree) = 0.3536
- SMILES = C1=CN=COCC1

This record from OMol25 describes C5H7NO as an isolated structure. The level of theory is ωB97M-V/def2-TZVPD.

ORCA input file:
```
! wB97M-V def2-TZVPD RIJCOSX def2/J DEFGRID3
* xyz 0 1
O -0.24 -2.30 -0.20
H -2.39 -0.56 0.81
C 0.11 -1.13 -0.18
H -2.47 0.23 -0.77
N 1.57 -0.70 -0.30
C 1.75 0.55 0.20
H 2.29 -1.40 -0.46
H -2.26 1.21 0.69
C -1.99 0.27 0.21
C 0.48 1.08 0.41
H 0.66 -0.57 -1.34
C -0.50 0.14 0.10
H 2.70 1.06 0.14
H 0.29 2.11 0.69
*
```

Summary:
- frontier orbital gap (hartree) = 0.3168

This record from OMol25 describes one molecule with the formula C5H7NO in a non-equilibrium geometry. The level of theory is ωB97M-V/def2-TZVPD.

ORCA input file:
```
! wB97M-V def2-TZVPD RIJCOSX def2/J DEFGRID3
* xyz 0 1
H 0.92 1.98 -0.96
C -0.85 -0.79 0.81
C 0.83 0.89 -0.98
H -0.94 0.81 -2.28
H 2.03 -0.15 1.87
O 1.22 -0.65 2.16
H -0.90 -1.89 0.86
H -1.50 -0.44 1.63
C -1.32 -0.28 -0.53
C 0.56 -0.32 1.04
N 1.28 0.40 0.28
H -2.33 -0.55 -0.84
H 1.55 0.54 -1.74
C -0.56 0.47 -1.33
*
```

Summary:
- frontier orbital gap (hartree) = 0.3795
- SMILES = OC1=NCC=CC1

This record from OMol25 describes one molecule with the formula C5H7NO. The level of theory is ωB97M-V/def2-TZVPD.

ORCA input file:
```
! wB97M-V def2-TZVPD RIJCOSX def2/J DEFGRID3
* xyz 0 1
C 2.47 -0.17 0.05
H 2.86 0.06 1.04
C -0.80 1.17 0.17
C 0.02 -1.04 -0.14
O 0.48 1.25 0.18
C 0.99 -0.11 0.00
H 2.95 0.51 -0.67
C -1.20 -0.19 -0.15
H 2.75 -1.20 -0.21
H -1.37 2.06 0.39
H -1.02 0.33 -1.18
N -2.53 -0.66 -0.07
H -3.07 -0.35 0.72
H -2.53 -1.67 -0.13
*
```

Summary:
- frontier orbital gap (hartree) = 0.3061